{"formula": "C66H62AsN5P3S4SbY", "method": "ωB97M-V/def2-TZVPD", "homo_ev": -4.3, "total_charge": -1, "spin_multiplicity": 1, "species": ["Y", "C", "P", "C", "C", "C", "C", "C", "C", "C", "C", "C", "C", "C", "C", "C", "C", "C", "C", "C", "P", "C", "C", "C", "C", "C", "C", "C", "C", "C", "C", "C", "C", "N", "H", "H", "H", "H", "H", "H", "H", "H", "H", "H", "H", "H", "H", "H", "H", "H", "H", "H", "H", "H", "H", "H", "H", "H", "H", "H", "S", "Sb", "S", "S", "S", "N", "C", "C", "C", "C", "C", "N", "H", "H", "H", "H", "H", "H", "N", "C", "C", "C", "N", "C", "C", "H", "H", "H", "H", "H", "H", "C", "C", "As", "C", "C", "C", "C", "C", "C", "C", "C", "C", "C", "C", "C", "P", "C", "C", "C", "C", "C", "C", "C", "C", "C", "C", "C", "C", "H", "H", "H", "H", "H", "H", "H", "H", "H", "H", "H", "H", "H", "H", "H", "H", "H", "H", "H", "H", "H", "H", "H", "H"], "xyz": [[-1.26, -0.16, -2.24], [1.51, 2.25, -2.19], [-0.15, 2.53, -1.40], [-0.79, 3.85, -2.50], [-1.38, 5.01, -2.00], [-1.83, 6.00, -2.87], [-1.69, 5.84, -4.24], [-1.14, 4.68, -4.75], [-0.71, 3.68, -3.89], [0.34, 3.50, 0.08], [1.63, 4.00, 0.26], [1.93, 4.75, 1.39], [0.95, 5.04, 2.33], [-0.33, 4.53, 2.15], [-0.63, 3.76, 1.04], [1.46, 1.28, -3.33], [2.19, 1.30, -4.49], [1.86, 0.12, -5.20], [0.95, -0.57, -4.43], [0.32, -1.91, -4.67], [-1.57, -1.79, -4.85], [-1.76, -2.68, -6.48], [-0.99, -3.77, -6.86], [-1.30, -4.50, -8.00], [-2.39, -4.14, -8.78], [-3.16, -3.05, -8.42], [-2.85, -2.33, -7.28], [-2.39, -2.96, -3.80], [-3.27, -2.48, -2.72], [-4.44, -3.35, -2.25], [-4.09, -4.87, -2.20], [-2.65, -5.28, -2.63], [-1.75, -4.13, -3.17], [0.70, 0.13, -3.27], [2.16, 1.87, -1.40], [1.90, 3.21, -2.54], [-1.49, 5.15, -0.94], [-2.29, 6.89, -2.46], [-2.03, 6.63, -4.91], [-1.05, 4.54, -5.82], [-0.31, 2.76, -4.30], [2.41, 3.81, -0.46], [2.94, 5.12, 1.53], [1.19, 5.64, 3.19], [-1.11, 4.74, 2.87], [-1.63, 3.35, 0.93], [2.87, 2.09, -4.80], [2.24, -0.19, -6.17], [0.57, -2.58, -3.84], [0.74, -2.32, -5.59], [-0.13, -4.08, -6.27], [-0.69, -5.36, -8.28], [-2.63, -4.71, -9.67], [-4.02, -2.76, -9.02], [-3.46, -1.48, -6.98], [-3.61, -1.44, -2.80], [-5.46, -3.09, -2.53], [-4.85, -5.53, -2.61], [-2.65, -6.21, -3.20], [-0.89, -4.54, -3.70], [-4.07, 2.95, 0.51], [-3.91, 0.98, -0.63], [-3.23, 1.27, -2.93], [-1.99, -0.30, 0.19], [-5.74, -0.37, -0.53], [1.97, -5.00, -2.29], [2.48, -4.15, -1.32], [3.28, -4.54, -0.32], [3.89, -3.51, 0.57], [3.83, -2.07, 0.02], [2.66, -1.88, -0.90], [2.06, -2.82, -1.52], [1.97, -5.98, -2.06], [1.12, -4.67, -2.72], [3.51, -5.59, -0.17], [4.91, -3.79, 0.83], [4.72, -1.67, -0.48], [2.31, -0.87, -1.09], [-2.47, -5.59, 1.07], [-2.76, -5.32, -0.18], [-4.03, -4.79, -0.65], [-3.89, -3.23, -0.82], [-2.58, -2.79, -1.38], [-1.51, -3.75, -1.65], [-1.85, -5.26, -1.30], [-3.11, -5.31, 1.79], [-1.50, -5.66, 1.34], [-4.93, -5.04, -0.09], [-4.28, -2.58, -0.04], [-0.55, -3.40, -1.28], [-0.94, -5.85, -1.25], [1.28, 1.71, 3.56], [1.73, 0.95, 4.80], [2.48, 2.04, 6.27], [1.01, 3.34, 6.29], [0.98, 4.54, 5.59], [-0.18, 5.30, 5.55], [-1.33, 4.85, 6.18], [-1.31, 3.65, 6.88], [-0.14, 2.91, 6.95], [3.86, 3.01, 5.28], [4.28, 4.27, 5.70], [5.31, 4.93, 5.04], [5.94, 4.33, 3.96], [5.55, 3.06, 3.55], [4.52, 2.41, 4.21], [0.28, 0.79, 2.26], [-1.03, 0.15, 3.40], [-2.15, 0.97, 3.50], [-3.20, 0.64, 4.35], [-3.14, -0.52, 5.11], [-2.03, -1.34, 5.01], [-0.98, -1.01, 4.16], [1.39, -0.65, 1.99], [2.70, -0.45, 1.83], [3.63, -1.58, 1.50], [3.14, -3.00, 1.85], [1.64, -3.09, 1.75], [0.85, -2.02, 1.76], [2.13, 2.17, 3.06], [0.61, 2.53, 3.83], [2.46, 0.18, 4.55], [0.88, 0.43, 5.27], [1.85, 4.88, 5.05], [-0.19, 6.24, 5.01], [-2.25, 5.43, 6.12], [-2.21, 3.29, 7.37], [-0.13, 1.98, 7.50], [3.81, 4.74, 6.55], [5.61, 5.91, 5.37], [6.74, 4.85, 3.44], [6.04, 2.58, 2.72], [4.23, 1.41, 3.89], [-2.23, 1.86, 2.89], [-4.07, 1.28, 4.39], [-3.95, -0.78, 5.77], [-1.97, -2.25, 5.60], [-0.12, -1.66, 4.11], [3.13, 0.53, 1.96], [4.61, -1.39, 1.92], [3.49, -3.43, 2.80], [1.22, -4.09, 1.64], [-0.22, -2.12, 1.64]]}

{"formula": "C66H65N6OPRe", "method": "ωB97M-V/def2-TZVPD", "homo_ev": [-12.4, -12.4], "total_charge": 2, "spin_multiplicity": 4, "species": ["Re", "C", "N", "C", "N", "C", "C", "C", "C", "C", "C", "C", "C", "C", "C", "C", "C", "C", "C", "P", "C", "N", "C", "C", "N", "C", "C", "C", "C", "C", "C", "C", "C", "C", "C", "C", "C", "C", "C", "N", "C", "C", "N", "C", "C", "C", "C", "C", "C", "C", "C", "C", "C", "C", "C", "C", "H", "H", "H", "H", "H", "H", "H", "H", "H", "H", "H", "H", "H", "H", "H", "H", "H", "H", "H", "H", "H", "H", "H", "H", "H", "H", "H", "H", "H", "H", "H", "H", "H", "H", "H", "H", "H", "H", "H", "C", "C", "C", "C", "C", "C", "C", "C", "C", "C", "C", "C", "O", "H", "H", "H", "H", "H", "H", "H", "H", "H", "H", "H", "H", "H", "H", "H", "H", "H", "C", "C", "C", "C", "C", "C", "H", "H", "H", "H", "H", "H", "H", "H", "H"], "xyz": [[-1.35, 0.36, -0.13], [-2.40, -1.31, 5.00], [-2.14, -1.43, 3.56], [-1.53, -0.51, 2.79], [-1.55, -0.92, 1.52], [-2.19, -2.15, 1.48], [-2.55, -2.47, 2.76], [-3.31, -3.64, 3.25], [-2.82, -4.43, 4.29], [-3.55, -5.53, 4.71], [-4.76, -5.85, 4.11], [-5.24, -5.06, 3.07], [-4.52, -3.96, 2.64], [-2.30, -3.02, 0.30], [-1.54, -4.19, 0.26], [-1.64, -5.06, -0.81], [-2.51, -4.77, -1.86], [-3.28, -3.62, -1.82], [-3.18, -2.75, -0.74], [-0.44, 0.80, 3.43], [1.04, 0.27, 2.52], [1.24, 0.25, 1.20], [2.55, -0.11, 1.02], [3.13, -0.36, 2.25], [2.16, -0.11, 3.18], [2.35, -0.13, 4.63], [4.52, -0.69, 2.60], [5.56, 0.11, 2.13], [6.87, -0.16, 2.49], [7.16, -1.24, 3.32], [6.13, -2.05, 3.77], [4.82, -1.78, 3.42], [3.28, -0.05, -0.25], [4.17, -1.07, -0.61], [5.00, -0.91, -1.70], [4.98, 0.27, -2.43], [4.09, 1.28, -2.08], [3.24, 1.12, -1.01], [-0.88, 2.17, 2.33], [-0.83, 2.09, 1.00], [-0.86, 3.37, 0.50], [-0.94, 4.24, 1.55], [-0.96, 3.46, 2.69], [-1.06, 3.97, 4.06], [-1.09, 5.71, 1.55], [-0.25, 6.53, 2.30], [-0.40, 7.90, 2.26], [-1.39, 8.47, 1.46], [-2.22, 7.65, 0.71], [-2.08, 6.28, 0.75], [-0.65, 3.63, -0.93], [-1.39, 2.96, -1.90], [-1.11, 3.13, -3.25], [-0.11, 4.01, -3.64], [0.62, 4.70, -2.68], [0.35, 4.52, -1.33], [-2.12, -0.32, 5.33], [-3.46, -1.48, 5.18], [-1.83, -2.05, 5.55], [-1.86, -4.22, 4.74], [-3.17, -6.15, 5.51], [-5.33, -6.70, 4.44], [-6.18, -5.31, 2.59], [-4.89, -3.35, 1.83], [-0.86, -4.41, 1.08], [-1.05, -5.96, -0.83], [-2.59, -5.45, -2.69], [-3.96, -3.40, -2.63], [-3.82, -1.88, -0.69], [3.40, 0.03, 4.85], [1.77, 0.67, 5.09], [2.05, -1.09, 5.05], [5.34, 0.96, 1.49], [7.67, 0.47, 2.12], [8.18, -1.45, 3.60], [6.35, -2.90, 4.41], [4.02, -2.44, 3.75], [4.21, -1.97, -0.02], [5.69, -1.70, -1.97], [5.65, 0.41, -3.27], [4.08, 2.21, -2.64], [2.57, 1.92, -0.71], [-1.71, 4.83, 4.06], [-1.49, 3.19, 4.69], [-0.08, 4.25, 4.44], [0.54, 6.09, 2.90], [0.26, 8.54, 2.84], [-1.50, 9.54, 1.42], [-2.99, 8.09, 0.09], [-2.73, 5.64, 0.17], [-2.25, 2.37, -1.61], [-1.69, 2.61, -4.00], [0.11, 4.16, -4.69], [1.40, 5.39, -2.98], [0.94, 5.04, -0.59], [0.52, -2.37, -2.10], [0.32, -1.71, -3.47], [1.15, -0.43, -3.63], [-1.10, -1.41, -3.88], [-1.53, -1.86, -5.12], [-2.79, -1.54, -5.61], [-3.64, -0.77, -4.84], [-3.27, -0.31, -3.58], [-4.26, 0.53, -2.80], [-5.65, -0.10, -2.73], [-4.37, 1.94, -3.39], [-1.99, -0.64, -3.12], [-1.56, -0.29, -1.85], [1.55, -2.73, -2.02], [-0.15, -3.21, -1.97], [0.37, -1.67, -1.27], [0.69, -2.43, -4.20], [0.90, 0.31, -2.87], [0.98, 0.02, -4.61], [2.22, -0.66, -3.54], [-0.86, -2.46, -5.72], [-3.11, -1.90, -6.58], [-4.62, -0.52, -5.22], [-3.90, 0.63, -1.78], [-6.17, -0.04, -3.68], [-6.26, 0.43, -1.99], [-5.61, -1.15, -2.44], [-4.68, 1.89, -4.44], [-3.42, 2.48, -3.35], [-5.11, 2.53, -2.85], [-5.22, 2.24, 2.85], [-5.52, 1.56, 1.50], [-6.30, 2.51, 0.59], [-6.32, 0.27, 1.73], [-4.25, 1.21, 0.87], [-3.17, 0.92, 0.37], [-6.13, 2.30, 3.45], [-4.85, 3.25, 2.70], [-4.47, 1.67, 3.41], [-7.21, 2.85, 1.10], [-6.60, 2.01, -0.33], [-5.70, 3.39, 0.34], [-7.27, 0.51, 2.21], [-5.78, -0.42, 2.38], [-6.53, -0.24, 0.79]]}

{"formula": "C66H66BaCl2Ge2IN3O3S4", "method": "ωB97M-V/def2-TZVPD", "homo_ev": -1.2, "total_charge": -2, "spin_multiplicity": 1, "species": ["Ba", "C", "O", "C", "O", "N", "N", "H", "H", "H", "H", "H", "H", "Cl", "C", "C", "C", "I", "C", "O", "C", "N", "C", "C", "C", "C", "H", "H", "H", "H", "C", "C", "C", "C", "C", "C", "C", "C", "C", "C", "C", "C", "C", "C", "C", "Ge", "S", "S", "Ge", "S", "S", "C", "C", "C", "C", "C", "C", "C", "C", "C", "C", "C", "C", "C", "C", "C", "C", "C", "C", "C", "C", "C", "C", "C", "C", "C", "C", "C", "C", "C", "C", "C", "C", "C", "H", "H", "H", "H", "H", "H", "H", "H", "H", "H", "H", "H", "H", "H", "H", "H", "H", "H", "H", "H", "H", "H", "H", "H", "H", "H", "H", "H", "H", "H", "H", "H", "H", "H", "H", "H", "H", "H", "H", "H", "H", "H", "H", "H", "H", "H", "H", "H", "H", "H", "Cl", "C", "C", "C", "C", "C", "C", "C", "H", "H", "H", "H", "H", "H"], "xyz": [[-2.94, -2.42, 0.23], [-1.57, 0.96, 4.26], [-2.49, 0.27, 3.42], [-2.29, -1.00, 3.11], [-3.06, -1.55, 2.33], [-1.26, -1.62, 3.74], [-1.02, -2.94, 3.29], [-1.96, 1.97, 4.36], [-0.58, 1.02, 3.80], [-1.50, 0.48, 5.24], [-0.41, -1.06, 3.74], [-0.41, -3.37, 3.97], [-0.49, -2.89, 2.42], [-0.24, -9.42, -1.24], [-0.90, -7.79, -1.26], [-2.01, -7.54, -2.02], [-2.56, -6.25, -2.04], [-4.23, -5.87, -3.23], [-2.06, -5.18, -1.29], [-2.60, -4.02, -1.25], [-0.86, -5.47, -0.53], [-0.30, -4.43, 0.15], [0.80, -4.62, 0.83], [1.43, -5.87, 0.93], [0.89, -6.94, 0.26], [-0.28, -6.77, -0.52], [-2.47, -8.33, -2.59], [1.23, -3.74, 1.31], [2.32, -5.99, 1.53], [1.35, -7.92, 0.31], [-4.59, 2.42, 3.93], [-4.10, 2.96, 2.61], [-4.78, 2.68, 1.43], [-4.30, 3.07, 0.19], [-5.11, 2.77, -1.04], [-3.07, 3.74, 0.12], [-2.43, 4.14, 1.30], [-1.22, 5.05, 1.27], [-2.95, 3.73, 2.53], [-2.47, 4.09, -1.20], [-2.99, 5.23, -1.82], [-2.53, 5.66, -3.05], [-1.53, 4.94, -3.67], [-0.97, 3.81, -3.08], [-1.41, 3.36, -1.82], [-0.79, 1.59, -0.99], [-2.36, 0.20, -1.39], [1.23, 0.83, -1.73], [1.68, 0.35, 0.43], [1.34, -1.60, 1.20], [0.04, 1.81, 1.12], [3.58, 0.90, 0.92], [4.70, 0.26, 0.31], [6.00, 0.65, 0.64], [6.23, 1.64, 1.58], [5.16, 2.22, 2.22], [3.85, 1.87, 1.91], [2.79, 2.54, 2.72], [2.41, 3.86, 2.43], [3.00, 4.59, 1.25], [1.48, 4.49, 3.25], [0.90, 3.85, 4.33], [-0.15, 4.52, 5.17], [1.30, 2.54, 4.61], [2.24, 1.88, 3.83], [2.69, 0.49, 4.20], [4.59, -0.85, -0.69], [4.54, -0.57, -2.06], [4.74, 0.82, -2.59], [4.34, -1.61, -2.96], [4.25, -2.93, -2.54], [3.92, -4.03, -3.51], [4.46, -3.20, -1.19], [4.64, -2.19, -0.26], [4.89, -2.54, 1.19], [0.09, 3.18, -3.93], [1.39, 3.70, -3.90], [1.77, 4.72, -2.86], [2.32, 3.27, -4.84], [1.99, 2.31, -5.78], [3.00, 1.86, -6.82], [0.71, 1.77, -5.77], [-0.25, 2.20, -4.87], [-1.64, 1.61, -4.90], [-5.68, 2.45, 3.98], [-4.18, 2.98, 4.77], [-4.28, 1.38, 4.03], [-5.72, 2.12, 1.48], [-6.17, 2.66, -0.79], [-4.76, 1.84, -1.49], [-5.02, 3.56, -1.79], [-1.10, 5.52, 0.30], [-0.32, 4.48, 1.48], [-1.32, 5.83, 2.04], [-2.43, 4.01, 3.44], [-3.78, 5.77, -1.31], [-2.96, 6.53, -3.52], [-1.17, 5.26, -4.64], [6.83, 0.16, 0.15], [7.25, 1.93, 1.83], [5.33, 2.97, 2.99], [3.12, 3.92, 0.40], [3.99, 4.99, 1.50], [2.36, 5.42, 0.95], [1.19, 5.51, 3.01], [-0.21, 5.59, 4.95], [0.06, 4.40, 6.24], [-1.13, 4.08, 4.98], [0.87, 2.03, 5.46], [2.19, 0.15, 5.10], [3.77, 0.46, 4.36], [2.47, -0.23, 3.40], [4.96, 1.54, -1.79], [3.86, 1.17, -3.11], [5.58, 0.83, -3.30], [4.24, -1.38, -4.02], [4.20, -3.76, -4.53], [2.84, -4.22, -3.51], [4.41, -4.96, -3.25], [4.46, -4.23, -0.85], [5.27, -3.56, 1.27], [3.94, -2.48, 1.74], [5.59, -1.85, 1.66], [1.31, 5.69, -3.07], [2.86, 4.85, -2.82], [1.43, 4.41, -1.87], [3.33, 3.68, -4.81], [4.00, 2.20, -6.56], [2.74, 2.26, -7.80], [3.01, 0.77, -6.90], [0.46, 1.00, -6.49], [-1.79, 1.02, -5.80], [-2.40, 2.40, -4.86], [-1.80, 0.97, -4.03], [-5.97, -9.49, -0.81], [-5.62, -7.94, -0.06], [-4.42, -7.74, 0.61], [-4.15, -6.52, 1.19], [-5.05, -5.42, 1.12], [-4.75, -4.16, 1.72], [-6.28, -5.68, 0.45], [-6.55, -6.91, -0.14], [-3.70, -8.55, 0.67], [-3.20, -6.38, 1.70], [-4.04, -4.21, 2.55], [-5.62, -3.54, 1.95], [-7.01, -4.89, 0.38], [-7.49, -7.07, -0.66]]}

Record-wise total energy values, in eV: -216525.8500, -91891.9678, -270349.2614
Record-wise energy relative to the best compared isomer or geometry (same formula, charge and spin) values, in kJ/mol: 795.0, 0.0, 240.3